Record 1
A 2-piece molecular cluster, C5H12NO overall in a non-equilibrium geometry. Source: OMol25; level of theory: ωB97M-V/def2-TZVPD.

Geometry as XYZ:
```
19
C5H12NO (ωB97M-V/def2-TZVPD)
C -0.23 2.24 0.76
C -0.24 1.12 1.83
C -0.79 -0.05 1.13
C 0.05 -0.92 0.49
N -0.34 -1.77 -0.46
C 0.58 -1.89 -1.52
H -1.26 2.45 0.48
H 0.26 1.91 -0.21
H 0.24 3.15 1.09
H -0.88 1.41 2.65
H 0.77 0.97 2.19
H -1.86 -0.08 0.96
H 1.12 -0.89 0.64
H -1.32 -1.68 -0.74
H 1.56 -2.20 -1.16
H 0.67 -0.83 -1.96
H 1.17 1.25 -2.22
H 0.23 -2.60 -2.27
O 0.77 0.77 -1.48
```

Computed properties:
Charge: +1
Electronic energy, Eh: -327.2552
Frontier orbital gap, eV: 5.49
Energy relative to the best compared isomer or geometry (same formula, charge and spin), kcal per mole: 128.3

Record 2
A 2-piece molecular cluster, C10H11BF4NO4 overall in a non-equilibrium geometry. Source: OMol25; level of theory: ωB97M-V/def2-TZVPD.

Geometry as XYZ:
```
31
C10H11BF4NO4 (ωB97M-V/def2-TZVPD)
O 1.30 0.45 -1.63
C 1.25 -0.72 -1.32
C 2.55 -1.57 -1.67
C 3.56 -1.66 -0.47
O 3.88 -0.39 0.12
C 4.82 0.29 -0.59
O 5.23 0.00 -1.69
O 5.29 1.43 0.01
N 0.13 -1.36 -0.71
C -1.04 -0.50 -0.59
C -1.12 0.74 0.17
C -2.35 1.53 0.24
C -3.54 1.05 -0.45
C -3.51 -0.21 -1.19
C -2.26 -0.96 -1.28
H 2.20 -2.57 -2.04
H 3.08 -1.03 -2.50
H 3.13 -2.30 0.35
H 4.48 -2.19 -0.85
H 6.14 1.65 -0.42
H 0.37 -1.81 0.18
H -0.18 1.06 0.69
H -2.36 2.47 0.82
H -4.49 1.64 -0.38
H -4.43 -0.59 -1.69
H -2.25 -1.92 -1.85
B -3.97 1.49 3.75
F -4.43 1.98 5.00
F -4.24 0.10 3.65
F -4.65 2.18 2.69
F -2.57 1.72 3.63
```

Computed properties:
Charge: -1
Electronic energy, Eh: -1167.9998
Frontier orbital gap, eV: 8.48

Record 3
One molecule with the formula C2H8N2O2S2 in a non-equilibrium geometry. Source: OMol25; level of theory: ωB97M-V/def2-TZVPD.

Geometry as XYZ:
```
16
C2H8N2O2S2 (ωB97M-V/def2-TZVPD)
C -0.80 -1.33 -1.00
C -0.21 -0.62 0.13
N -0.69 1.81 1.70
N 1.84 -0.43 -1.18
O -2.20 1.09 -0.34
O 1.67 0.50 1.30
S -0.85 1.46 0.05
S 1.47 -0.71 0.49
H -0.04 -2.03 -1.21
H -1.78 -1.70 -0.70
H -1.06 -0.58 -1.77
H -0.64 -1.02 1.13
H 0.23 2.19 1.83
H -1.28 1.38 2.37
H 2.92 -0.33 -1.24
H 1.42 0.32 -1.56
```

Computed properties:
Electronic energy, Eh: -1137.2552
Frontier orbital gap, eV: 9.02
Energy relative to the best compared isomer or geometry (same formula, charge and spin), kcal per mole: 42.8

Record 4
A 6-piece molecular cluster, H12O5S overall in a non-equilibrium geometry. Source: OMol25; level of theory: ωB97M-V/def2-TZVPD.

Geometry as XYZ:
```
18
H12O5S (ωB97M-V/def2-TZVPD)
O 0.17 -0.91 -2.83
H -0.11 -1.80 -3.10
H -0.41 -0.83 -2.09
O 1.63 -5.96 -0.94
H 1.27 -5.29 -0.35
H 0.90 -6.60 -1.08
O -1.06 2.14 -0.30
H -0.36 1.95 -0.96
H -1.47 2.93 -0.58
O 2.60 4.62 1.75
H 1.88 4.16 2.20
H 3.37 4.11 1.94
O -1.60 5.37 1.43
H -1.52 5.33 0.49
H -2.51 5.30 1.72
S -0.80 -2.93 0.53
H -1.51 -2.14 -0.31
H -0.77 -1.93 1.45
```

Computed properties:
Electronic energy, Eh: -781.5394
Frontier orbital gap, eV: 10.50
Energy relative to the best compared isomer or geometry (same formula, charge and spin), kcal per mole: 29.4
SMILES string: O.O.O.O.O.S

Record 5
An isolated ion of composition C18H26N2O and charge +2 in a non-equilibrium geometry. Source: OMol25; level of theory: ωB97M-V/def2-TZVPD.

Geometry as XYZ:
```
47
C18H26N2O (ωB97M-V/def2-TZVPD)
C 3.88 0.25 2.56
C 3.13 0.85 1.32
C 3.12 2.44 1.44
C 3.86 0.55 -0.07
C 3.77 -0.97 -0.51
C 5.20 -1.49 -0.97
C 2.64 -1.30 -1.57
O 2.04 -0.13 -2.22
N 0.72 -0.12 -1.90
C 0.33 0.75 -0.91
C -1.04 0.85 -0.42
C -2.03 -0.04 -1.05
C -3.48 0.02 -0.51
C -4.67 0.23 -1.33
C -5.96 0.21 -0.63
N -6.06 -0.01 0.72
C -7.39 -0.08 1.42
C -4.95 -0.19 1.53
C -3.62 -0.19 0.96
C -1.61 -0.94 -2.14
C -0.21 -0.93 -2.52
H 3.51 -0.81 2.71
H 5.00 0.31 2.50
H 3.52 0.81 3.47
H 2.06 0.48 1.32
H 2.63 2.80 2.38
H 2.64 2.93 0.55
H 4.20 2.76 1.44
H 4.95 0.76 0.14
H 3.55 1.29 -0.84
H 3.52 -1.55 0.42
H 5.38 -1.31 -2.06
H 6.00 -1.06 -0.32
H 5.20 -2.61 -0.80
H 1.91 -2.00 -1.09
H 3.14 -1.89 -2.39
H 1.10 1.41 -0.46
H -1.35 1.54 0.40
H -4.56 0.39 -2.42
H -6.91 0.37 -1.19
H -7.42 -1.08 1.92
H -7.49 0.69 2.22
H -8.23 -0.06 0.67
H -5.07 -0.36 2.62
H -2.71 -0.33 1.59
H -2.33 -1.62 -2.65
H 0.13 -1.61 -3.35
```

Computed properties:
Charge: +2
Electronic energy, Eh: -885.5162
Frontier orbital gap, eV: 7.32

Record 6
A 2-piece molecular cluster, C5H10 overall. Source: OMol25; level of theory: ωB97M-V/def2-TZVPD.

Geometry as XYZ:
```
15
C5H10 (ωB97M-V/def2-TZVPD)
C -1.75 0.33 0.66
C -1.14 -0.82 0.93
C -0.47 -1.70 -0.08
H -1.81 0.71 -0.36
H -2.22 0.93 1.43
H -1.11 -1.17 1.97
H -1.00 -2.66 -0.16
H 0.56 -1.92 0.20
H -0.46 -1.23 -1.07
C 1.25 1.60 -1.05
C 1.88 0.91 -0.12
H 1.74 1.88 -1.99
H 0.22 1.93 -0.92
H 1.38 0.64 0.81
H 2.91 0.58 -0.24
```

Computed properties:
Electronic energy, Eh: -196.4439
Frontier orbital gap, eV: 10.96
Energy relative to the best compared isomer or geometry (same formula, charge and spin), kcal per mole: 40.5
SMILES string: C=CC.C=C

Record 7
C36H52BN4O2S2SeSn as an isolated structure. Source: OMol25; level of theory: ωB97M-V/def2-TZVPD.

Geometry as XYZ:
```
99
C36H52BN4O2S2SeSn (ωB97M-V/def2-TZVPD)
Sn -1.36 0.25 1.49
C 0.23 -5.04 -4.34
C 0.71 -4.88 -2.89
C 2.25 -4.82 -2.90
C 0.24 -6.09 -2.08
C 0.17 -3.60 -2.25
C 0.51 -3.29 -0.94
C 0.05 -2.12 -0.36
Se 0.51 -1.79 1.47
C 1.79 -0.38 1.27
C 3.03 -0.69 0.74
C 3.98 0.29 0.59
C 3.63 1.58 0.99
C 2.39 1.95 1.50
C 1.45 0.92 1.67
O 0.23 1.16 2.24
C 2.20 3.43 1.87
C 0.77 3.86 2.22
C 3.09 3.74 3.08
C 2.63 4.31 0.68
C 5.37 0.03 0.00
C 5.57 -1.45 -0.32
C 5.52 0.83 -1.29
C 6.45 0.46 1.01
C -0.79 -1.22 -1.05
O -1.16 -0.05 -0.46
C -1.18 -1.53 -2.35
C -0.67 -2.71 -2.91
C -2.08 -0.69 -3.27
C -2.70 0.55 -2.62
C -3.25 -1.56 -3.77
C -1.25 -0.21 -4.47
H 0.66 -5.96 -4.75
H -0.85 -5.13 -4.39
H 0.55 -4.21 -4.97
H 2.65 -5.72 -3.37
H 2.60 -3.95 -3.45
H 2.65 -4.77 -1.88
H 0.62 -7.01 -2.53
H 0.61 -6.05 -1.05
H -0.84 -6.15 -2.05
H 1.14 -3.95 -0.36
H 3.23 -1.72 0.45
H 4.38 2.36 0.88
H 0.40 3.39 3.12
H 0.76 4.94 2.37
H 0.07 3.64 1.40
H 2.81 3.14 3.94
H 4.14 3.55 2.86
H 3.00 4.80 3.35
H 2.03 4.08 -0.21
H 2.48 5.36 0.93
H 3.68 4.18 0.42
H 4.88 -1.80 -1.08
H 6.58 -1.61 -0.70
H 5.46 -2.08 0.57
H 4.75 0.55 -2.02
H 5.44 1.90 -1.11
H 6.50 0.64 -1.74
H 6.35 -0.09 1.95
H 7.44 0.25 0.60
H 6.39 1.52 1.23
H -0.95 -2.93 -3.93
H -3.29 0.29 -1.74
H -1.94 1.27 -2.34
H -3.37 1.02 -3.35
H -3.86 -1.91 -2.93
H -3.89 -0.97 -4.43
H -2.91 -2.43 -4.32
H -0.41 0.41 -4.13
H -0.84 -1.05 -5.04
H -1.87 0.38 -5.14
C -3.86 3.20 -1.19
N -4.56 2.26 -0.32
C -5.80 1.72 -0.57
C -6.14 1.02 0.53
N -5.14 1.14 1.46
B -5.46 0.63 2.94
N -4.31 0.99 3.92
C -4.34 2.04 4.80
C -3.17 2.05 5.49
N -2.43 0.99 5.02
C -1.09 0.62 5.46
C -3.14 0.37 4.07
S -2.61 -1.02 3.17
C -4.18 1.88 0.92
S -2.62 2.35 1.56
H -4.33 3.17 -2.17
H -2.82 2.92 -1.27
H -3.93 4.21 -0.78
H -6.31 1.89 -1.50
H -7.03 0.46 0.75
H -6.42 1.25 3.30
H -5.64 -0.55 2.89
H -5.19 2.69 4.87
H -2.80 2.69 6.27
H -0.84 1.23 6.33
H -0.37 0.82 4.67
H -1.06 -0.43 5.74
```

Computed properties:
Charge: +1
Electronic energy, Eh: -5209.4111
Frontier orbital gap, eV: 7.45

Record 8
One molecule with the formula C2H7N in a non-equilibrium geometry. Source: OMol25; level of theory: ωB97M-V/def2-TZVPD.

Geometry as XYZ:
```
10
C2H7N (ωB97M-V/def2-TZVPD)
C -1.35 -0.23 0.01
C 0.00 0.43 -0.06
N 1.38 -0.17 -0.10
H -2.16 0.35 -0.29
H -1.50 -1.27 -0.34
H -1.32 -0.13 1.19
H 0.27 1.22 -0.95
H 0.16 1.38 0.67
H 1.83 -0.27 1.03
H 1.19 -1.29 -0.30
```

Computed properties:
Electronic energy, Eh: -135.0451
Frontier orbital gap, eV: 10.09
Energy relative to the best compared isomer or geometry (same formula, charge and spin), kcal per mole: 62.7
SMILES string: CCN

Record 9
A 2-piece molecular cluster, C5H8N2S2 overall in a non-equilibrium geometry. Source: OMol25; level of theory: ωB97M-V/def2-TZVPD.

Geometry as XYZ:
```
17
C5H8N2S2 (ωB97M-V/def2-TZVPD)
C -0.64 -0.63 1.22
C -0.52 0.52 0.55
C 1.00 -2.67 2.05
C -0.15 1.20 -1.85
C 0.45 0.67 -0.60
N -2.67 1.60 3.41
N -3.22 0.67 3.09
S -4.04 -0.54 2.73
S -0.34 -2.27 1.12
H -1.08 1.36 1.02
H 1.82 -2.05 2.26
H 1.26 -3.61 2.47
H -0.32 2.27 -1.90
H -0.95 0.66 -2.27
H 0.76 1.19 -2.56
H 1.36 1.13 -0.30
H 0.84 -0.39 -0.76
```

Computed properties:
Electronic energy, Eh: -1101.0057
Frontier orbital gap (spin up / spin down), eV: 7.76 / 7.89
Energy relative to the best compared isomer or geometry (same formula, charge and spin), kcal per mole: 113.2

Record 10
C30H40BN11O5ReS3 as an isolated structure in a non-equilibrium geometry. Source: OMol25; level of theory: ωB97M-V/def2-TZVPD.

Geometry as XYZ:
```
91
C30H40BN11O5ReS3 (ωB97M-V/def2-TZVPD)
Re 0.47 -0.60 0.17
C -1.47 -4.51 0.55
C -0.65 -3.61 -0.11
N -0.65 -2.42 0.50
N -1.50 -2.55 1.57
C -1.98 -3.79 1.62
B -1.68 -1.32 2.48
N -2.14 -0.17 1.51
C -3.32 0.46 1.50
C -3.40 1.22 0.35
C -2.20 0.99 -0.31
N -1.44 0.15 0.40
N -0.25 -1.09 3.04
C 0.24 -1.33 4.26
C 1.62 -1.41 4.18
C 1.91 -1.21 2.83
N 0.77 -1.03 2.15
N -2.66 -1.38 3.61
C -3.74 -2.15 3.93
C -4.36 -1.58 5.01
C -3.59 -0.43 5.29
N -2.58 -0.30 4.45
H -1.67 -5.53 0.29
H -0.12 -3.78 -1.03
H -2.65 -4.10 2.40
H -4.03 0.33 2.31
H -4.22 1.85 0.04
H -1.83 1.40 -1.24
H -0.42 -1.42 5.11
H 2.32 -1.59 4.98
H 2.86 -1.21 2.32
H -4.01 -3.02 3.37
H -5.23 -1.93 5.53
H -3.74 0.31 6.06
C 1.46 3.99 -2.40
N 2.44 3.15 -1.73
C 3.80 3.63 -1.45
C 4.48 2.41 -0.80
N 3.39 1.42 -0.78
C 2.29 1.89 -1.35
S 0.88 0.97 -1.73
H 1.48 3.82 -3.47
H 1.72 5.03 -2.20
H 0.47 3.78 -2.00
H 3.75 4.49 -0.78
H 4.29 3.94 -2.37
H 4.84 2.61 0.21
H 5.31 2.04 -1.40
H 3.49 0.46 -0.50
C -2.44 1.76 -3.74
C -1.76 0.47 -3.87
C -2.31 -0.70 -3.25
C -1.71 -1.90 -3.42
C -0.51 -1.97 -4.19
C 0.05 -0.82 -4.81
C -0.55 0.37 -4.64
S 0.23 -3.58 -4.46
O -0.26 -4.41 -3.41
O -0.02 -3.82 -5.84
N 1.82 -3.34 -4.25
C 2.56 -3.73 -3.05
C 3.04 -2.54 -2.22
C 2.06 -1.91 -1.28
O 2.43 -1.38 -0.19
O 0.81 -1.78 -1.53
H -3.34 1.70 -3.14
H -2.71 2.14 -4.74
H -1.76 2.51 -3.31
H -3.24 -0.64 -2.70
H -2.12 -2.80 -2.98
H 0.94 -0.91 -5.42
H -0.15 1.26 -5.12
H 2.33 -3.25 -5.12
H 3.43 -4.30 -3.36
H 1.94 -4.41 -2.46
H 3.33 -1.74 -2.90
H 3.93 -2.80 -1.64
O 0.86 1.33 1.06
S 0.87 1.73 2.58
C -0.75 2.44 2.93
C -0.41 3.66 3.78
C 0.72 4.39 3.05
C 1.72 3.34 2.56
H -1.35 1.68 3.44
H -1.19 2.71 1.97
H -0.09 3.35 4.78
H -1.29 4.29 3.90
H 1.21 5.11 3.70
H 0.31 4.94 2.20
H 2.59 3.24 3.21
H 2.05 3.48 1.53
```

Computed properties:
⟨S²⟩: 2.02
Charge: +3
2S+1: 3
Electronic energy, Eh: -3442.5979
Frontier orbital gap (spin up / spin down), eV: 5.51 / 4.13
Energy relative to the best compared isomer or geometry (same formula, charge and spin), kcal per mole: 12.2

Record 11
C8H18CuNO4S2 as an isolated structure in a non-equilibrium geometry. Source: OMol25; level of theory: ωB97M-V/def2-TZVPD.

Geometry as XYZ:
```
34
C8H18CuNO4S2 (ωB97M-V/def2-TZVPD)
C 0.81 3.36 1.94
C -0.67 2.92 1.59
C -0.59 1.87 0.42
C -1.37 0.58 0.82
C -0.53 -0.44 1.63
C -1.23 -1.84 1.56
C -0.46 -2.90 0.73
S -0.13 -2.38 -0.99
O -1.38 -1.82 -1.56
O 0.26 -3.59 -1.77
N 1.12 -1.26 -0.83
S 1.67 -0.80 -2.33
C 0.36 -0.35 -3.49
O 2.50 0.44 -2.10
O 2.62 -1.81 -2.96
H 0.76 4.34 2.45
H 1.34 3.43 0.99
H 1.30 2.65 2.62
H -1.20 3.81 1.22
H -1.18 2.49 2.46
H -1.02 2.25 -0.52
H 0.45 1.59 0.22
H -1.71 0.10 -0.12
H -2.30 0.82 1.38
H -0.58 -0.13 2.69
H 0.54 -0.45 1.37
H -2.27 -1.72 1.26
H -1.27 -2.24 2.60
H -1.12 -3.78 0.64
H 0.47 -3.22 1.21
H 0.79 0.41 -4.16
H -0.43 0.15 -2.92
H -0.01 -1.21 -4.07
Cu 4.48 -1.27 -1.99
```

Computed properties:
Electronic energy, Eh: -3108.0701
Frontier orbital gap, eV: 7.00

Record 12
A 2-piece molecular cluster, C2H7N overall in a non-equilibrium geometry. Source: OMol25; level of theory: ωB97M-V/def2-TZVPD.

Geometry as XYZ:
```
10
C2H7N (ωB97M-V/def2-TZVPD)
C -4.46 2.45 -0.13
N -5.66 2.23 0.16
H -3.89 3.11 0.52
H -3.99 2.17 -1.08
H -6.25 1.98 -0.63
C 4.82 -2.38 0.21
H 3.93 -2.42 0.84
H 5.14 -3.40 0.00
H 5.64 -1.95 0.80
H 4.73 -1.79 -0.69
```

Computed properties:
Electronic energy, Eh: -135.1048
Frontier orbital gap, eV: 11.18
Energy relative to the best compared isomer or geometry (same formula, charge and spin), kcal per mole: 25.2
SMILES string: C=N.C

Record 13
C16H23AlO as an isolated structure in a non-equilibrium geometry. Source: OMol25; level of theory: ωB97M-V/def2-TZVPD.

Geometry as XYZ:
```
41
C16H23AlO (ωB97M-V/def2-TZVPD)
Al -0.13 0.39 -0.15
C -0.40 -0.85 2.17
C -1.60 -0.18 1.77
C -2.15 -0.89 0.65
H -2.10 0.63 2.31
C -1.27 -1.98 0.34
C -0.20 -1.96 1.30
H 0.57 -2.72 1.41
H 0.22 -0.58 3.03
H -3.18 -0.79 0.29
H -1.46 -2.74 -0.40
C 2.30 0.65 -0.38
C 2.39 -0.71 0.03
C 1.65 -1.50 -0.90
H 2.94 -1.07 0.89
C 1.03 -0.64 -1.85
C 1.48 0.72 -1.56
H 1.40 1.57 -2.24
H 2.82 1.50 0.07
H 1.61 -2.59 -0.93
H 0.60 -0.95 -2.81
O -1.36 0.95 -1.40
C -2.13 0.66 -2.69
C -3.23 1.67 -2.31
C -2.53 -0.79 -2.76
C -1.27 1.13 -3.84
C -2.41 2.03 -1.10
H -4.18 1.20 -2.08
H -3.33 2.48 -3.04
H -1.86 2.98 -1.13
H -2.83 1.83 -0.11
H -3.12 -0.92 -3.68
H -3.14 -1.07 -1.90
H -1.65 -1.45 -2.81
H -1.94 1.38 -4.67
H -0.57 0.35 -4.16
H -0.70 2.03 -3.56
C 0.08 2.02 0.89
H 0.49 2.86 0.32
H 0.75 1.90 1.74
H -0.84 2.43 1.32
```

Computed properties:
Charge: -2
Electronic energy, Eh: -940.9354
Frontier orbital gap, eV: 2.14